A cluster of 2 separate species, C11H7O7S2 in total. Source: OMol25; level of theory: wB97M-V/def2-TZVPD.

XYZ file:
```
27
Properties=species:S:1:pos:R:3
C -1.5849 1.9088 3.1162
C -2.9324 1.9208 3.1182
C -3.4079 3.3140 3.0846
O -4.5110 3.8058 3.0624
O -2.2496 4.1192 3.0799
C -1.1046 3.3017 3.1038
O 0.0055 3.7773 3.0948
H -0.9040 1.0682 3.1794
H -3.6198 1.0870 3.1227
C 1.5701 -3.0381 -3.3609
C 0.5181 -2.8454 -2.4629
C 0.6072 -1.8078 -1.5384
C 1.7073 -0.9787 -1.5099
C 2.7609 -1.1548 -2.4024
C 2.6893 -2.1953 -3.3304
S 1.6328 0.3489 -0.2841
O 2.6404 0.0467 0.7068
O 1.6499 1.6080 -0.9975
C 0.0615 0.0048 0.2536
S -0.6837 -1.4007 -0.3376
O -1.8827 -1.0548 -1.0713
O -0.6972 -2.4728 0.6322
H 1.5137 -3.8490 -4.0872
H -0.3669 -3.4798 -2.4683
H 3.6133 -0.4790 -2.3595
H 3.5104 -2.3454 -4.0316
H -0.5358 0.7905 0.6873
```

Its HOMO energy is -4.182 eV. As for the net charge: -1. The value obtained for the energy relative to the best compared isomer or geometry (same formula, charge and spin) is 0.0000 eV. The calculation puts the max |F| at 2.62 eV Å⁻¹. The orbital gap is 5.1804 eV. The calculation puts the electronic energy at -1746.43560 Ha.



A structure of composition C11H84NO30. Source: OMol25; level of theory: wB97M-V/def2-TZVPD.

XYZ file:
```
126
Properties=species:S:1:pos:R:3
C -2.1986 0.2443 -3.1021
C -0.9986 0.9453 -2.5421
C -0.4686 0.3703 -1.1501
C 0.9594 0.8803 -0.6091
N 1.1194 0.5183 0.7959
C 0.9384 -1.0057 1.0649
C -0.3426 -1.2777 1.7929
C -0.6846 0.0933 2.4239
C 0.0664 1.2493 1.6619
C 2.4694 0.8973 1.0679
C 2.7704 2.4643 1.0929
C 4.2104 2.8363 1.6979
H -2.1806 -0.6407 -3.7931
H -2.9766 0.7893 -3.6501
H -2.8436 -0.0477 -2.3421
H -1.3016 1.9803 -2.2101
H -0.2946 1.1943 -3.2961
H -0.3776 -0.7417 -1.3111
H -1.2006 0.6363 -0.3671
H 1.1134 1.8853 -0.8181
H 1.6414 0.3483 -1.2391
H 1.7174 -1.4617 1.6269
H 0.9394 -1.6987 0.2909
H -0.3666 -2.1237 2.5359
H -1.1616 -1.5087 1.2629
H -0.6436 0.2403 3.5609
H -1.6616 0.3033 2.3029
H 0.4564 1.7673 2.4559
H -0.6656 1.9163 1.2629
H 3.1834 0.4123 0.4179
H 2.6014 0.8013 2.0709
H 1.7914 2.9283 1.6239
H 2.8224 2.9963 0.0119
H 4.3654 3.8283 1.5139
H 5.1844 2.2013 1.3409
H 4.0344 2.7713 2.8949
O -3.2196 -2.8567 -1.0031
H -3.1796 -3.6967 -0.7121
H -3.0286 -2.7677 -2.0871
O 1.1234 2.1863 -5.4651
H 0.7264 1.2213 -5.6931
H 0.6414 2.6793 -4.7271
O 2.8754 -3.5807 2.8959
H 2.7354 -3.4057 1.9799
H 3.2034 -2.7977 3.2649
O 0.4084 -4.0957 5.4069
H 0.6434 -3.1667 5.1519
H -0.4896 -3.9367 5.8259
O -0.3076 -2.5777 -1.0331
H -0.1566 -2.5117 -2.0311
H -1.2766 -2.7187 -1.3141
O 5.1944 0.5513 4.1799
H 5.5404 1.2453 4.7249
H 5.9234 -0.0907 3.9869
O -2.7356 -1.8987 3.9819
H -3.6486 -2.0967 3.9919
H -2.0036 -2.4757 3.5849
O -4.2426 -1.7097 0.7939
H -3.8736 -2.4337 0.3229
H -4.0116 -2.0037 1.6639
O 3.7834 -1.5227 -0.4611
H 3.6554 -1.0687 -1.2201
H 3.0244 -2.1027 -0.4431
O -1.8376 1.6203 6.0469
H -1.9836 0.6423 5.9469
H -2.5876 1.8933 6.3349
O 3.7844 -1.8817 3.5849
H 4.4304 -1.4967 2.8389
H 3.6954 -1.2377 4.2769
O 5.5034 3.2563 5.1999
H 4.6514 3.7633 5.2039
H 5.9854 3.6793 4.4529
O -4.6076 2.6553 -2.6541
H -4.4056 1.8973 -2.0581
H -4.3326 3.2793 -1.9881
O 5.4604 -1.5697 1.3769
H 6.0864 -1.0637 0.9719
H 4.6714 -1.6767 0.7809
O -4.2496 0.9343 -0.4551
H -3.8576 1.6973 -0.1811
H -3.7656 0.1773 -0.0791
O -3.3736 -2.7857 -3.7981
H -4.1236 -2.2047 -3.6511
H -3.0276 -2.4217 -4.5711
O 3.6194 -0.9237 -2.9151
H 4.0384 -0.1247 -2.8341
H 3.5554 -1.4057 -3.7381
O -2.3756 1.5413 -6.0281
H -1.7956 1.9933 -6.6071
H -2.9486 1.1763 -6.6031
O -3.2036 -1.7267 -5.3251
H -3.5016 -2.1527 -6.0581
H -3.8616 -1.4717 -4.7251
O 0.3614 4.6653 -1.3141
H 0.3204 4.8853 -2.3031
H 1.0424 5.3313 -0.8951
O -1.1916 -2.6447 -5.6401
H -0.9026 -3.2367 -6.4391
H -1.5866 -1.7117 -5.9381
O -2.5316 3.3333 -4.8851
H -2.5136 2.6993 -5.4541
H -3.2736 3.1333 -4.3451
O -0.5526 4.2733 1.2769
H -1.2616 3.6923 1.1259
H -0.1916 4.1793 0.4309
O -0.0926 -0.2427 -5.1891
H 0.0204 -0.4827 -6.1771
H -0.9636 -0.2727 -4.6831
O -2.9856 2.8363 1.1669
H -3.3636 3.0353 1.9449
H -3.5436 3.5953 0.6269
O -1.3766 -4.2377 3.2129
H -0.5316 -4.0747 3.7519
H -1.6926 -4.9317 3.8289
O 1.9514 -3.6517 -0.0541
H 1.9044 -4.5947 0.0219
H 1.0694 -3.4577 -0.1301
O 0.6684 4.7003 3.6629
H 0.3614 4.5853 2.8179
H 0.4254 5.5413 4.0019
O -1.4046 -1.5037 6.2649
H -1.7526 -1.7527 5.4779
H -1.4496 -2.3057 6.7269
O 0.2134 -2.4697 -3.5651
H -0.4386 -2.8027 -4.1061
H 0.2954 -1.5427 -3.8801
```

Its HOMO energy is -10.962 eV. As for the net charge: +1. The value obtained for the energy relative to the best compared isomer or geometry (same formula, charge and spin) is 8.6142 eV. The calculation puts the max |F| at 14.16 eV Å⁻¹. The orbital gap is 8.0717 eV. The calculation puts the electronic energy at -2780.54650 Ha.



A structure of composition C11H8Br2N5OPdSe. Source: OMol25; level of theory: wB97M-V/def2-TZVPD.

XYZ file:
```
29
Properties=species:S:1:pos:R:3
Pd -1.4906 -0.7254 1.1147
Br -1.7742 -2.8534 -0.1353
C -2.4207 -1.3983 2.6643
Br -2.5674 0.4733 3.1976
H -1.7984 -1.9169 3.3870
H -3.4103 -1.8182 2.5264
Se 0.9131 1.5470 0.1582
N -0.4593 0.5171 -0.3711
C -0.7937 0.8615 -1.5990
C -1.8285 0.2440 -2.3709
C -2.0630 0.7153 -3.6176
C -1.3071 1.8050 -4.1722
C -0.3204 2.4131 -3.4744
C -0.0301 1.9547 -2.1484
N 0.8892 2.4686 -1.3569
H -2.3698 -0.5866 -1.9369
H -2.8366 0.2642 -4.2261
H -1.5428 2.1365 -5.1758
H 0.2567 3.2335 -3.8793
N 1.4298 -2.2270 1.9504
C 1.6274 -0.8898 2.1520
O 0.6321 -0.1228 2.2191
C 2.9655 -0.4216 2.2935
C 3.2025 0.9461 2.5476
N 3.3749 2.0719 2.7480
C 4.0526 -1.3133 2.1780
N 4.9027 -2.0907 2.0680
H 0.5420 -2.4890 1.5434
H 2.2243 -2.7991 1.7156
```

Its HOMO energy is -5.018 eV. As for the net charge: -1. The calculation puts the max |F| at 0.55 eV Å⁻¹. The orbital gap is 6.5021 eV. The calculation puts the electronic energy at -8450.45449 Ha.



A structure of composition C11H8BrLaNO4. Source: OMol25; level of theory: wB97M-V/def2-TZVPD.

XYZ file:
```
26
Properties=species:S:1:pos:R:3
La 0.0152 0.7431 -0.7190
C 2.1516 -0.1851 -1.6906
O 3.1849 -0.7077 -1.7403
C 0.1874 1.0798 -3.5102
O 0.2364 1.2628 -4.6527
C 1.1645 2.8228 -1.0747
O 1.6517 3.8363 -0.8196
C -0.9123 -1.3250 -1.8844
O -1.3823 -2.3738 -1.9238
C -2.1908 1.6882 -0.4181
H -2.4550 0.6721 0.0207
H -1.6364 2.3592 0.3206
C -2.0871 1.8794 -1.7665
H -1.6735 2.8146 -2.2185
H -2.4831 1.1550 -2.5159
Br -0.0470 0.1812 4.8194
C 0.2974 -0.7147 3.2097
C 0.7032 -2.0460 3.1810
C 0.9639 -2.6956 1.9721
C 0.8168 -2.0110 0.7901
N 0.4165 -0.7239 0.8799
C 0.1515 -0.0263 2.0134
H 0.8210 -2.5776 4.1165
H 1.2796 -3.7206 1.9067
H 0.9933 -2.4194 -0.2190
H -0.1676 1.0320 1.9233
```

Its HOMO energy is -19.201 eV. As for the net charge: +3. The calculation puts the max |F| at 8.77 eV Å⁻¹. The orbital gap is 6.0599 eV. The calculation puts the electronic energy at -3384.05176 Ha.